(1)
DFT (ωB97M-V with the def2-TZVPD basis set) results for a 4-piece molecular cluster, C27H59N3O10P overall.

Computed properties:
Energy relative to the best compared isomer or geometry (same formula, charge and spin) (eV): 0.000

```
! wB97M-V def2-TZVPD RIJCOSX def2/J DEFGRID3
* xyz 1 1
P 2.61 3.38 -4.04
O -5.32 -3.54 0.38
O 5.37 -1.26 -5.50
O 6.94 -3.92 -5.45
O 7.65 -0.99 -3.40
O -0.92 1.86 8.16
O -3.06 -5.64 0.12
O -1.67 3.33 5.55
O -4.28 2.65 7.08
O 3.42 2.13 -3.37
O -2.31 -3.18 -1.60
N 3.08 4.66 -3.07
N -1.49 2.33 -2.45
N -0.53 1.42 -2.36
C -1.73 2.42 0.41
C 5.41 -1.54 -4.11
C -5.54 3.24 7.31
C -3.99 2.54 5.70
C 6.67 -5.30 -5.57
C -2.53 2.20 5.49
C -2.96 1.97 -0.41
C 0.04 0.95 8.64
C -1.17 -2.46 -1.97
C 6.49 -1.70 -6.26
C 0.66 1.78 -2.79
C -6.73 -3.53 0.50
C -3.31 -5.34 -1.24
C -0.09 3.94 -3.42
C 6.47 -3.18 -6.56
C 0.96 3.03 -3.35
C -1.37 3.82 6.85
C -2.23 3.20 1.65
C 8.52 0.00 -2.91
C -4.72 -4.34 1.38
C -0.33 3.01 7.58
C -2.20 -4.56 -1.91
C -1.32 3.54 -2.94
C 6.30 -0.60 -3.32
C -0.95 1.19 0.88
C -2.81 1.88 -1.95
C -3.26 -4.59 1.05
H 4.39 -1.39 -3.76
H -0.79 0.48 0.06
H 0.46 2.71 6.88
H 7.13 -5.71 -6.47
H -4.78 -3.82 2.35
H -0.96 4.82 6.68
H -6.34 2.66 6.85
H 5.44 -3.49 -6.81
H -5.57 4.27 6.93
H -4.27 -4.83 -1.37
H 8.45 0.92 -3.51
H 3.57 5.36 -3.61
H -3.81 2.61 -0.20
H -3.23 0.98 -0.06
H 6.18 0.42 -3.72
H -1.23 -4.95 -1.57
H -1.51 3.07 2.46
H -2.18 4.20 -2.95
H 7.11 -3.38 -7.43
H -3.38 -6.31 -1.74
H -0.28 -2.79 -1.43
H 9.53 -0.39 -2.97
H 0.67 0.57 7.82
H -4.23 3.48 5.19
H 0.12 3.62 8.37
H 7.09 -5.79 -4.70
H -3.19 2.83 1.99
H -7.05 -3.16 1.48
H 2.38 5.10 -2.48
H -0.98 -2.53 -3.05
H 5.69 -2.58 -3.92
H -2.78 -3.67 0.72
H -7.12 -2.87 -0.27
H 0.00 1.46 1.32
H 0.68 1.42 9.39
H 0.04 4.93 -3.84
H 6.42 -1.17 -7.21
H 1.43 1.04 -2.70
H -5.70 3.26 8.39
H 5.99 -0.61 -2.27
H 5.59 -5.49 -5.60
H -3.55 2.49 -2.46
H -2.21 1.42 6.18
H -1.10 3.11 -0.14
H 8.30 0.24 -1.86
H 3.73 1.57 -4.09
H -2.77 -4.93 1.96
H -7.14 -4.54 0.34
H -2.42 1.82 4.47
H -5.24 -5.30 1.46
H -1.54 0.66 1.63
H -2.27 -4.69 -3.00
H 7.43 -1.42 -5.78
H -2.27 4.26 1.44
H -2.27 3.92 7.45
H -2.92 0.86 -2.31
H -1.36 -1.41 -1.72
H -0.49 0.12 9.09
H -4.61 1.73 5.27
*
```

---

(2)
DFT (ωB97M-V with the def2-TZVPD basis set) results for a 4-piece molecular cluster, C27H60BN5O12PS2 overall.

Computed properties:
Calculated total energy (eV): -92622.500

```
! wB97M-V def2-TZVPD RIJCOSX def2/J DEFGRID3
* xyz 1 1
S 3.08 0.37 3.70
S 7.92 7.71 2.02
P 6.55 6.38 2.12
O 5.23 5.15 -0.81
O 0.72 -1.51 -3.94
O 5.49 6.54 0.90
O -8.17 -3.44 0.69
O -3.02 1.07 -1.73
O 7.04 4.89 2.06
O 5.75 6.43 3.51
O 2.89 6.53 1.91
O 6.49 2.72 0.21
O -4.81 -4.84 3.45
O 0.26 -0.43 1.02
O 3.70 0.03 -7.05
N 2.35 3.07 2.64
N 4.69 1.62 -1.02
N -7.49 -5.98 2.15
N 2.39 1.12 -4.58
N -2.41 -1.50 -0.33
C -0.08 0.68 0.20
C 1.25 -1.86 -5.21
C -3.98 0.18 -1.17
C -5.16 -3.77 2.60
C 2.78 0.64 -7.94
C -1.62 -2.03 0.78
C 4.96 5.40 0.30
C -0.84 -1.06 1.66
C 3.25 2.43 1.88
C -9.10 -4.34 1.28
C -6.68 -6.47 3.26
C 3.05 5.19 1.91
C -5.90 -5.46 4.11
C 1.60 -0.82 -3.08
C 3.23 0.94 1.98
C 4.19 1.05 6.09
C -2.46 0.64 -2.96
C 4.03 4.57 1.12
C 4.37 1.29 4.58
C 2.21 4.40 2.67
C 4.12 3.17 1.08
C -3.44 -0.54 0.04
C -8.52 -5.02 2.50
C -7.62 -3.88 -0.54
C 1.71 0.68 -3.36
C 3.77 0.68 -4.71
C 4.30 0.91 -6.11
B 5.18 2.48 0.08
H 3.44 0.30 6.29
H 5.32 7.28 3.64
H 3.89 1.98 6.56
H 6.89 2.63 -0.67
H -4.25 -1.06 0.55
H -6.86 -5.55 1.47
H -1.74 -0.17 -2.83
H -6.00 -3.19 2.98
H -0.41 -1.65 2.47
H 5.37 0.69 -6.11
H 1.75 2.51 3.25
H 4.14 0.50 1.58
H -4.35 -0.52 -1.92
H 1.16 -0.93 -2.08
H -0.31 0.36 -0.81
H 2.58 -0.07 -8.74
H -0.91 1.25 0.62
H -1.94 1.50 -3.39
H 1.10 -1.06 -5.94
H 3.89 -0.39 -4.49
H -2.28 -2.62 1.42
H -8.41 -4.23 -1.22
H -3.05 0.23 0.73
H -3.24 0.33 -3.66
H -8.14 -4.23 3.17
H -0.91 -2.73 0.34
H 4.18 1.96 -6.41
H 3.20 1.56 -8.37
H 7.32 4.61 2.94
H 0.80 1.34 0.14
H -6.88 -4.67 -0.40
H -6.55 -4.70 4.56
H -4.83 0.79 -0.85
H -9.95 -3.74 1.60
H -1.48 -0.31 2.14
H 2.21 1.16 -2.51
H 0.70 -2.73 -5.57
H 4.24 0.81 -0.60
H 0.70 1.08 -3.40
H 3.05 6.92 2.77
H 3.91 2.11 -1.48
H -7.13 -3.03 -1.00
H 4.28 2.35 4.39
H 1.83 0.88 -7.45
H -5.46 -6.02 4.94
H -5.38 -4.13 1.59
H 5.34 0.94 4.25
H 1.86 0.79 -5.37
H 2.57 -1.32 -3.03
H -4.29 -3.11 2.52
H 1.46 4.84 3.29
H -5.96 -7.17 2.84
H 4.39 1.24 -4.00
H -1.78 -1.07 -0.99
H 2.38 0.55 1.43
H 2.31 -2.11 -5.16
H 5.13 0.73 6.51
H -9.33 -5.54 3.03
H -9.46 -5.07 0.55
H -7.33 -7.04 3.93
*
```

---

(3)
DFT (ωB97M-V with the def2-TZVPD basis set) results for a 4-piece molecular cluster, C27H61BN3O11 overall.

Computed properties:
Calculated total energy (eV): -56638.516

```
! wB97M-V def2-TZVPD RIJCOSX def2/J DEFGRID3
* xyz 1 1
O -3.32 -6.18 3.88
O -3.40 -8.33 5.93
O -1.49 -6.57 0.26
O 1.47 3.72 0.57
O -1.46 0.80 1.80
O -1.35 0.52 -2.17
O -0.34 5.25 -0.30
O -1.24 0.22 4.71
O 6.62 5.44 -3.02
O 0.34 2.87 -6.35
O -1.24 -3.85 -0.90
N -0.24 5.41 -3.84
N -0.17 2.72 -2.62
N 4.76 3.72 -2.76
C -1.55 3.41 -2.68
C -2.71 -5.31 4.84
C 5.40 4.98 -3.28
C -0.85 2.07 2.02
C -2.42 -4.38 -0.28
C 3.66 3.96 -1.75
C 4.49 5.87 -4.36
C -2.06 -5.38 0.81
C -2.47 0.90 4.92
C 0.94 5.13 -2.97
C -3.41 -8.54 4.51
C 6.63 2.92 -1.04
C -1.00 -4.43 -2.18
C 0.06 1.97 -3.91
C -0.74 -0.81 -2.08
C -1.34 -0.77 3.67
C -4.63 -7.81 6.41
C -0.70 -0.27 2.37
C -0.42 1.57 -1.61
C 0.93 3.66 -2.17
C 2.43 2.95 -2.11
C 1.99 4.98 1.21
C 0.88 2.68 -5.12
C -1.55 4.89 -3.33
C -2.64 -7.44 3.79
C -0.08 -6.61 0.42
C 5.72 2.64 -2.37
B 0.72 4.22 -0.60
H 1.97 3.14 -4.99
H -4.44 -8.61 4.14
H 1.16 6.04 -2.27
H -2.92 -9.50 4.33
H 0.05 2.16 1.41
H -1.74 -4.07 -2.90
H 3.68 6.53 -3.83
H -1.56 2.84 1.72
H -1.02 -5.52 -2.14
H -0.60 2.22 3.07
H 0.17 -6.79 1.47
H -1.74 -4.96 4.46
H -2.38 -1.06 3.51
H -4.95 -6.93 5.84
H -2.95 -3.53 0.17
H -0.32 6.44 -4.08
H -3.36 -4.45 4.99
H 6.34 2.17 -0.17
H -1.64 -1.59 -2.16
H 3.96 5.06 -5.05
H 5.21 6.47 -5.06
H 2.72 2.38 -3.09
H 2.15 5.75 0.32
H 0.40 -5.69 0.07
H -2.28 1.74 5.59
H -1.18 4.80 0.02
H -1.94 5.67 -2.52
H 5.07 1.67 -2.14
H 7.76 2.70 -1.34
H 6.40 2.34 -3.29
H -0.79 -1.65 4.02
H 1.89 5.05 -3.69
H -2.03 3.54 -1.59
H 6.52 4.04 -0.70
H -2.56 -5.81 5.80
H -0.94 1.60 -4.45
H -0.99 1.89 -0.64
H -0.01 -4.11 -2.51
H 1.17 5.48 1.91
H -3.19 0.23 5.40
H -0.07 -1.02 -3.05
H -1.39 -4.93 1.56
H -3.09 -4.83 -1.03
H 3.03 4.83 1.74
H -2.98 -5.68 1.33
H -2.38 4.91 -4.19
H 3.99 3.72 -0.63
H -2.59 -7.69 2.72
H -0.70 -1.09 1.64
H 0.34 0.03 2.53
H -4.49 -7.51 7.45
H 0.31 -7.45 -0.17
H 2.41 2.12 -1.25
H -5.40 -8.58 6.37
H -2.89 1.28 3.98
H -2.35 2.76 -3.27
H 3.42 5.10 -1.76
H -0.20 -1.05 -1.07
H 0.58 0.96 -1.39
H 0.73 1.02 -3.62
H -1.61 -7.36 4.16
*
```

---

(4)
DFT (ωB97M-V with the def2-TZVPD basis set) results for a 9-piece molecular cluster, C27H61F36N3OP7 overall.

Computed properties:
Energy relative to the best compared isomer or geometry (same formula, charge and spin) (eV): 0.000

```
! wB97M-V def2-TZVPD RIJCOSX def2/J DEFGRID3
* xyz -3 1
P -3.39 1.54 4.46
P 4.30 0.93 1.42
P -2.81 3.26 -1.72
P -0.33 -3.37 5.48
P -3.34 -2.57 -6.07
P 2.19 -5.81 -0.73
P 3.02 1.53 -3.49
F -3.46 -3.76 -7.09
F -1.91 2.24 4.39
F 3.94 2.71 -2.84
F 2.36 -4.18 -0.91
F -2.20 1.85 -2.20
F -3.10 -1.22 -5.11
F 2.27 0.36 -4.28
F 1.68 2.36 -3.25
F -1.19 -3.78 6.84
F 3.71 -6.04 -1.22
F -1.07 -4.39 4.46
F 1.58 -5.83 -2.23
F -3.21 0.84 3.00
F -2.67 0.30 5.28
F -3.57 3.38 -3.13
F 4.47 0.70 -3.73
F -1.46 -2.26 5.12
F -4.82 0.74 4.43
F -4.10 2.84 3.80
F -2.69 -1.65 -7.23
F -1.48 4.05 -2.25
F 0.70 -5.63 -0.13
F 2.65 -5.60 0.84
F -4.84 -2.01 -6.42
F 0.69 -4.57 5.82
F -1.85 -3.00 -5.55
F 2.84 0.77 -2.07
F 0.52 -2.37 6.45
F -3.70 2.21 5.91
F 3.36 2.23 -4.94
F -3.45 4.68 -1.29
F 0.54 -2.79 4.21
F -2.11 3.25 -0.24
F -4.10 2.56 -1.01
F 1.92 -7.40 -0.63
F -4.03 -3.42 -4.83
O -2.03 -2.72 -1.59
N -0.54 -0.96 0.50
N -7.05 0.50 -2.82
N -8.99 1.03 -3.58
C 5.08 -3.04 0.51
C -11.14 2.19 -4.21
C 5.95 -4.23 0.96
C 0.60 4.14 0.24
C 2.65 0.68 3.63
C -6.92 1.73 -3.42
C 5.93 1.63 0.99
C 8.36 1.23 -1.23
C -10.39 0.89 -3.95
C 2.92 2.01 0.77
C 4.10 0.85 3.22
C 0.20 -2.29 0.50
C 2.33 1.23 5.05
C -0.30 -0.43 1.88
C 2.57 3.28 1.58
C -2.03 -1.16 0.26
C -8.35 0.18 -2.80
C 4.18 -0.73 0.65
C 0.97 0.83 5.71
C -2.53 -1.49 -1.15
C 5.31 -1.67 1.16
C 6.85 1.12 -1.44
C 0.11 0.02 -0.49
C -8.15 2.05 -3.96
C 1.05 3.55 1.62
C 6.10 2.07 -0.45
C -6.06 -0.23 -2.09
H -6.46 -1.14 -1.64
H -0.03 5.03 0.35
H 6.04 2.53 1.59
H -10.98 0.21 -3.34
H 5.85 -4.21 2.05
H 0.78 -0.24 5.68
H 3.01 3.18 2.58
H 2.23 2.32 5.03
H 3.13 4.16 1.25
H 5.16 -1.95 2.21
H -12.19 2.01 -4.45
H 5.17 2.23 -1.00
H 0.86 4.33 2.35
H -8.88 -0.67 -2.41
H -0.40 -2.94 1.12
H 6.75 0.97 1.29
H -0.03 3.57 -0.44
H 0.13 1.45 5.39
H 6.23 -1.13 0.93
H -2.17 -0.70 -1.82
H 8.87 0.52 -1.88
H -2.44 -0.25 0.69
H 6.42 1.06 -2.44
H 0.00 -0.44 -1.48
H 4.03 -3.22 0.78
H 4.36 -0.58 -0.42
H 1.16 0.03 -0.21
H 2.10 1.30 0.71
H 4.51 1.80 3.59
H -2.36 -2.91 -2.48
H -10.61 2.79 -4.94
H 7.02 -4.14 0.75
H -0.38 0.98 -0.45
H 0.46 2.64 1.73
H 4.61 -0.01 3.64
H 5.03 -3.04 -0.58
H 8.59 2.26 -1.51
H 3.18 0.96 5.68
H -8.46 2.85 -4.61
H -5.57 0.40 -1.35
H 1.10 1.11 6.76
H -3.62 -1.45 -1.21
H 2.41 -0.39 3.69
H 1.24 -2.21 0.82
H 0.78 -0.36 2.05
H 0.16 -2.57 -0.55
H 3.22 2.23 -0.26
H 1.47 4.43 -0.35
H -5.98 2.25 -3.55
H 8.58 0.98 -0.19
H 5.56 -5.17 0.58
H 1.89 1.17 3.03
H 3.21 -1.20 0.80
H -2.32 -1.90 1.01
H -0.66 0.56 2.15
H -5.31 -0.54 -2.83
H 6.62 3.03 -0.44
H 6.50 0.11 -1.18
H -10.38 0.45 -4.95
H -0.62 -1.19 2.59
H -11.20 2.72 -3.26
*
```